[1]
Here is a structure of composition C6H23N8O6 in a non-equilibrium geometry from OMol25. Energies are from ωB97M-V/def2-TZVPD.

The geometry in ORCA input format:
```
! RIJCOSX wB97M-V def2-TZVPD def2/J DEFGRID3
* xyz -1 1
O -0.59076 -0.38687 -0.15901
H -0.68186 -0.12754 0.77853
C -1.31516 -0.82280 -3.00757
O -1.84585 -1.56273 -3.79438
N -0.37465 0.09493 -3.23818
N -1.78592 -0.65364 -1.75487
H 0.05763 0.77060 -2.62442
H 0.01113 0.01013 -4.16773
H -2.53551 -1.30632 -1.57532
H -1.10941 -0.32183 -1.08233
C 1.82032 0.86057 -0.61192
O 2.85291 1.34621 -0.91662
N 1.67905 0.03379 0.37814
N 0.68414 0.88263 -1.20678
H 0.69270 -0.17871 0.42363
H 2.39456 -0.32986 0.99126
H 0.74814 1.30387 -2.12251
H -0.10956 0.30569 -0.96742
C -1.42221 2.44727 1.33183
O -2.34048 1.76755 1.69614
N -0.58113 2.00512 0.48516
N -1.21182 3.66378 1.66343
H 0.18656 2.46767 0.01954
H -0.58759 1.00150 0.37207
H -1.65402 4.07258 2.47426
H -0.78168 4.25705 0.96837
C 1.20437 -2.50151 -1.12414
O 1.83460 -3.19593 -1.92754
N 0.07270 -2.04319 -1.36693
N 1.63368 -2.18982 0.12267
H -0.24006 -2.17899 -2.31763
H -0.29961 -1.49727 -0.60309
H 2.45468 -2.63715 0.50470
H 1.01176 -1.78557 0.80816
C 0.35480 0.45123 2.51373
C -0.32360 -0.99424 2.76019
O 0.01321 -1.80676 1.65572
H 1.32595 0.29087 2.04550
H 0.52321 1.08514 3.38431
H -0.14302 1.08259 1.77775
H -1.39616 -0.85242 2.89286
H 0.16456 -1.47508 3.60789
H -0.39070 -1.35269 0.91257
*
```

The calculation puts the max |F| at 15.9 eV/Å. As for the LUMO energy: 2.787 eV. The value obtained for the HOMO energy is -4.61 eV.

[2]
Here is a cluster of 5 separate species, C6H23NO4 in total in a non-equilibrium geometry from OMol25. Energies are from ωB97M-V/def2-TZVPD.

The geometry in ORCA input format:
```
! RIJCOSX wB97M-V def2-TZVPD def2/J DEFGRID3
* xyz 0 1
C 2.63248 2.57688 0.33761
C 1.64359 1.43680 0.37457
C 1.61217 0.75135 -1.03125
N 0.30959 0.17302 -1.31260
C -0.54750 0.94929 -2.25769
C 0.40099 -1.21645 -1.85926
C -0.33047 -2.35577 -1.15686
H 2.30343 3.57301 0.54684
H 3.31641 2.60277 -0.53515
H 3.48124 2.36906 1.02440
H 0.60739 1.65534 0.68383
H 2.03631 0.72296 1.10042
H 2.36243 -0.04270 -0.98836
H 1.91649 1.49668 -1.76490
H -0.31097 0.53285 -3.22978
H -1.61050 1.01276 -2.03242
H -0.29812 2.00096 -2.04217
H -0.01223 -1.26174 -2.88203
H 1.45765 -1.51567 -1.87744
H -1.40192 -2.50675 -1.29938
H -0.34509 -2.31485 -0.06772
H 0.15935 -3.26216 -1.51204
O -2.67316 2.05005 2.23750
H -3.04203 1.20894 2.42893
H -2.82176 2.34609 1.33676
O -0.44723 -3.51588 2.29064
H -0.78701 -2.69090 1.91761
H 0.42841 -3.76644 2.01134
O -2.50699 -0.11286 0.29436
H -2.64369 -0.62949 -0.51536
H -1.85903 -0.60878 0.83413
O -1.14784 -0.84459 2.75823
H -0.23581 -0.50623 2.81082
H -1.64657 -0.30757 3.37645
*
```

As for the energy above the lowest of the compared OMol25 structures with the same formula, charge and spin: 2.6998 eV. As for the SMILES: CCCN(C)CC.O.O.O.O. The calculation puts the max |F| at 2.7 eV/Å. As for the LUMO energy: 0.490 eV. The value obtained for the HOMO energy is -8.51 eV.

[3]
Here is a cluster of 6 separate species, C6H23NO5 in total in a non-equilibrium geometry from OMol25. Energies are from ωB97M-V/def2-TZVPD.

The geometry in ORCA input format:
```
! RIJCOSX wB97M-V def2-TZVPD def2/J DEFGRID3
* xyz 0 1
C 1.69619 -1.16270 1.34602
C 1.59408 -2.39375 0.36955
C 1.87135 -1.81754 -1.04818
C 0.72557 -1.07717 -1.60247
C 0.66841 0.25880 -1.82238
N -0.37362 0.94927 -2.38595
C -1.82795 0.40305 -2.46668
H 2.46191 -1.20101 2.12141
H 1.82444 -0.18293 0.79018
H 0.79326 -1.24412 1.90985
H 0.65072 -2.91925 0.42266
H 2.31745 -3.29535 0.52959
H 1.82834 -2.73095 -1.71276
H 2.85561 -1.28388 -1.31401
H -0.30540 -1.62653 -1.66405
H 1.48328 0.89082 -1.41739
H -0.29958 1.16318 -3.31596
H -1.85132 -0.57876 -2.78252
H -2.41636 1.08414 -3.03643
H -2.35062 0.48309 -1.58356
O 1.51082 3.03764 0.67114
H 0.93087 3.03060 1.47677
H 2.40366 3.02669 1.07112
O -1.89281 1.69233 2.80461
H -2.05199 0.80314 3.13394
H -1.48926 1.67802 1.91987
O -1.99355 -1.63662 2.95895
H -2.31501 -2.37541 2.44814
H -1.18321 -1.50796 2.53998
O -0.75784 2.86996 -0.40422
H -1.68338 3.14723 -0.77596
H -0.06034 2.85334 -1.09657
O -0.84432 -0.42981 0.80348
H -1.26506 0.35039 1.25833
H -0.65436 -0.25797 -0.14651
*
```

As for the energy above the lowest of the compared OMol25 structures with the same formula, charge and spin: 3.8218 eV. As for the SMILES: CCC/C=C/NC.O.O.O.O.O. The calculation puts the max |F| at 4.4 eV/Å. As for the LUMO energy: 0.578 eV. The value obtained for the HOMO energy is -8.55 eV.

no.,HOMO-LUMO gap (eV)
1,7.401
2,9.003
3,9.130